A:
One molecule with the formula C21H22N6O2. Source: the Open Molecules 2025 dataset; level of theory: ωB97M-V/def2-TZVPD.

SMILES: Cc1ccc(-n2nnnc2CNC(=O)[C@H]2CC(=O)N(c3ccccc3)C2)cc1C
HOMO energy: -0.33115 Ha

Last columns: bonded neighbours and bond lengths (Å).
Cartesian coordinates (Å):
1 H -2.482 1.038 -1.047  C35 1.094
2 C -1.700 -1.146 1.216  C15 1.390, C19 1.386, H39 1.081
3 O 0.068 3.498 0.166  C21 1.209
4 H -0.915 0.556 4.033  C13 1.079
5 C -0.062 -1.325 3.426  H9 1.080, C13 1.384, C42 1.388
6 H 1.473 -3.412 3.545  C32 1.087
7 C 2.021 -0.470 -2.776  N16 1.405, C46 1.393, C49 1.393
8 C 2.656 -0.412 -5.095  H17 1.080, C28 1.384, C49 1.383
9 H 0.580 -1.395 4.292  C5 1.080
10 H 0.820 -2.148 -2.198  C46 1.077
11 C 2.273 1.534 -1.320  N16 1.451, H24 1.093, C40 1.538, H51 1.097
12 H -1.146 -4.292 0.784  C23 1.089
13 C -0.890 -0.225 3.290  H4 1.079, C5 1.384, C15 1.386
14 H 0.106 -3.431 -0.102  C23 1.089
15 C -1.697 -0.133 2.167  C2 1.390, C13 1.386, N31 1.405
16 N 2.030 0.114 -1.498  C7 1.405, C11 1.451, C37 1.361
17 H 3.174 0.080 -5.905  C8 1.080
18 H 1.965 -2.035 -6.308  C28 1.079
19 C -0.878 -2.253 1.361  C2 1.386, C23 1.494, C42 1.401
20 N -3.342 1.435 2.973  N31 1.341, N45 1.263
21 C 0.335 2.325 0.047  O3 1.209, N38 1.355, C40 1.529
22 H -2.047 2.747 -0.799  C35 1.094
23 C -0.888 -3.336 0.332  H12 1.089, H14 1.089, C19 1.494, H29 1.087
24 H 1.731 2.113 -2.072  C11 1.093
25 H 1.599 -3.493 1.780  C32 1.089
26 H 3.223 1.072 -3.676  C49 1.079
27 N -3.625 2.692 1.264  C30 1.312, N45 1.324
28 C 1.979 -1.597 -5.322  C8 1.384, H18 1.079, C34 1.384
29 H -1.604 -3.120 -0.458  C23 1.087
30 C -2.720 1.802 0.931  N27 1.312, N31 1.361, C35 1.490
31 N -2.531 0.986 2.004  C15 1.405, N20 1.341, C30 1.361
32 C 0.907 -3.487 2.621  H6 1.087, H25 1.089, C42 1.493, H50 1.089
33 C 1.972 0.478 0.805  H36 1.090, C37 1.521, C40 1.526, H41 1.092
34 C 1.321 -2.216 -4.273  C28 1.384, C46 1.382, H47 1.080
35 C -1.993 1.743 -0.368  H1 1.094, H22 1.094, C30 1.490, N38 1.447
36 H 1.233 0.259 1.575  C33 1.090
37 C 1.917 -0.549 -0.315  N16 1.361, C33 1.521, O43 1.211
38 N -0.598 1.384 -0.231  C21 1.355, C35 1.447, H44 1.008
39 H -2.368 -1.081 0.368  C2 1.081
40 C 1.779 1.822 0.108  C11 1.538, C21 1.529, C33 1.526, H48 1.091
41 H 2.958 0.416 1.270  C33 1.092
42 C -0.032 -2.336 2.474  C5 1.388, C19 1.401, C32 1.493
43 O 1.800 -1.745 -0.167  C37 1.211
44 H -0.355 0.406 -0.248  N38 1.008
45 N -3.978 2.425 2.512  N20 1.263, N27 1.324
46 C 1.334 -1.658 -3.008  C7 1.393, H10 1.077, C34 1.382
47 H 0.787 -3.139 -4.439  C34 1.080
48 H 2.359 2.623 0.568  C40 1.091
49 C 2.681 0.153 -3.833  C7 1.393, C8 1.383, H26 1.079
50 H 0.367 -4.433 2.616  C32 1.089
51 H 3.343 1.756 -1.406  C11 1.097

B:
One molecule with the formula C21H22N6O2. Source: the Open Molecules 2025 dataset; level of theory: ωB97M-V/def2-TZVPD.

SMILES: Cc1ccc(C)c(NC(=O)CCc2nnc3ccc(NCc4ccco4)nn23)c1
HOMO energy: -0.29248 Ha

Last columns: bonded neighbours and bond lengths (Å).
Cartesian coordinates (Å):
1 H -4.845 -0.397 -0.918  C6 1.093
2 C -2.670 2.957 0.548  O9 1.344, H14 1.071, C19 1.357
3 C -2.814 -1.943 2.267  C21 1.356, C32 1.438, H39 1.079
4 C 3.982 1.578 1.192  C16 1.387, C38 1.499, C43 1.388
5 H 5.623 -1.283 0.464  C44 1.081
6 C -4.882 0.195 0.000  H1 1.093, C13 1.500, N33 1.447, H40 1.095
7 H 3.599 -1.801 -2.227  C26 1.092
8 N 0.228 -3.168 0.672  C31 1.316, N45 1.329
9 O -3.437 1.928 0.947  C2 1.344, C13 1.351
10 C -0.607 0.111 -2.165  C18 1.537, C20 1.529, H25 1.091, H51 1.092
11 H 0.177 -1.774 -2.972  C18 1.091
12 C -3.571 2.066 -1.268  C13 1.363, C19 1.417, H48 1.071
13 C -3.981 1.383 -0.163  C6 1.500, O9 1.351, C12 1.363
14 H -2.138 3.493 1.307  C2 1.071
15 H 1.701 -0.766 -1.813  N17 1.009
16 C 2.860 1.373 0.403  C4 1.387, C27 1.389, H37 1.077
17 N 1.605 0.019 -1.186  H15 1.009, C20 1.355, C27 1.404
18 C -0.643 -1.415 -2.348  C10 1.537, H11 1.091, H24 1.093, C30 1.483
19 C -2.718 3.097 -0.801  C2 1.357, C12 1.417, H35 1.070
20 C 0.383 0.598 -1.105  C10 1.529, N17 1.355, O34 1.214
21 C -1.649 -2.634 2.244  C3 1.356, H28 1.077, C31 1.411
22 H -4.817 -0.373 2.016  N33 1.008
23 N -2.608 -1.268 -0.044  C32 1.310, N49 1.332
24 H -1.584 -1.689 -2.831  C18 1.093
25 H -1.588 0.464 -1.846  C10 1.091
26 C 3.600 -2.018 -1.157  H7 1.092, H42 1.087, C46 1.500, H50 1.091
27 C 2.724 0.221 -0.361  C16 1.389, N17 1.404, C46 1.401
28 H -1.256 -3.162 3.097  C21 1.077
29 H 3.171 3.339 2.104  C38 1.087
30 C -0.549 -2.083 -1.027  C18 1.483, N45 1.315, N49 1.354
31 C -0.922 -2.639 1.035  N8 1.316, C21 1.411, N49 1.385
32 C -3.275 -1.268 1.084  C3 1.438, N23 1.310, N33 1.360
33 N -4.487 -0.652 1.105  C6 1.447, H22 1.008, C32 1.360
34 O 0.064 1.449 -0.300  C20 1.214
35 H -2.203 3.825 -1.392  C19 1.070
36 H 4.522 2.611 2.988  C38 1.088
37 H 2.073 2.109 0.385  C16 1.077
38 C 4.128 2.834 1.998  C4 1.499, H29 1.087, H36 1.088, H41 1.091
39 H -3.419 -1.887 3.159  C3 1.079
40 H -5.915 0.510 0.178  C6 1.095
41 H 4.823 3.515 1.508  C38 1.091
42 H 4.442 -2.674 -0.952  C26 1.087
43 C 4.976 0.610 1.202  C4 1.388, C44 1.383, H47 1.081
44 C 4.842 -0.536 0.441  H5 1.081, C43 1.383, C46 1.386
45 N 0.450 -2.819 -0.591  N8 1.329, C30 1.315
46 C 3.726 -0.758 -0.351  C26 1.500, C27 1.401, C44 1.386
47 H 5.858 0.752 1.809  C43 1.081
48 H -3.846 1.864 -2.284  C12 1.071
49 N -1.457 -1.938 -0.033  N23 1.332, C30 1.354, C31 1.385
50 H 2.681 -2.549 -0.905  C26 1.091
51 H -0.361 0.594 -3.113  C10 1.092

Of them, A has the highest stability.

A:
A 2-piece molecular cluster, C5H14N2 overall. Source: the Open Molecules 2025 dataset; level of theory: ωB97M-V/def2-TZVPD.

charge: +2
HOMO energy: -0.68454 Ha

Last columns: bonded neighbours and bond lengths (Å).
Cartesian coordinates (Å):
1 H -2.249 1.633 0.010  C19 1.075
2 H 1.583 -0.114 -0.920  C21 1.140
3 H 1.222 -2.244 2.259  C10 1.056
4 N -0.915 -1.606 1.095  C5 1.465, H9 1.029, H13 1.027, H18 1.034
5 C 0.425 -1.208 0.660  N4 1.465, C10 1.316, C21 1.552
6 H 0.932 2.668 -2.445  N20 1.047
7 H 1.605 2.729 -0.763  N20 1.044
8 H 0.238 3.405 -1.183  N20 1.021
9 H -0.797 -2.185 1.938  N4 1.029
10 C 1.412 -1.626 1.423  H3 1.056, C5 1.316, H16 1.098
11 C -0.274 0.695 -0.168  H12 1.057, C19 1.500, C21 1.490
12 H -0.016 1.186 0.732  C11 1.057
13 H -1.372 -2.296 0.488  N4 1.027
14 H 0.108 -0.865 -1.623  C21 1.097
15 H -2.205 0.072 -0.604  C19 1.109
16 H 2.508 -1.582 1.372  C10 1.098
17 H -1.753 1.119 -1.742  C19 1.098
18 H -1.617 -0.897 1.365  N4 1.034
19 C -1.652 1.032 -0.652  H1 1.075, C11 1.500, H15 1.109, H17 1.098
20 N 0.800 2.584 -1.410  H6 1.047, H7 1.044, H8 1.021
21 C 0.518 -0.453 -0.693  H2 1.140, C5 1.552, C11 1.490, H14 1.097

B:
An isolated ion of composition C5H14N2 and charge +2. Source: the Open Molecules 2025 dataset; level of theory: ωB97M-V/def2-TZVPD.

charge: +2
SMILES: C=[NH+]CC[C@H](C)[NH3+]
HOMO energy: -0.73575 Ha

Last columns: bonded neighbours and bond lengths (Å).
Cartesian coordinates (Å):
1 C -1.647 1.220 -0.021  H5 1.115, H6 1.094, C14 1.508, H16 1.091
2 H -0.936 -1.377 -0.095  C12 1.122
3 C 0.678 0.106 -0.297  H8 1.109, C12 1.536, C14 1.544, H20 1.102
4 C 0.791 -3.370 1.000  N11 1.271, H18 1.102, H19 1.071
5 H -2.009 0.384 -0.664  C1 1.115
6 H -2.205 2.079 -0.407  C1 1.094
7 H 0.163 1.695 1.053  C14 1.106
8 H 1.699 0.242 0.115  C3 1.109
9 N 0.206 2.495 -0.935  H13 1.025, C14 1.536, H17 1.021, H21 1.026
10 H -0.132 -0.900 1.378  C12 1.087
11 N 0.984 -2.307 0.330  C4 1.271, C12 1.470, H15 1.020
12 C 0.073 -1.153 0.340  H2 1.122, C3 1.536, H10 1.087, N11 1.470
13 H -0.116 2.257 -1.878  N9 1.025
14 C -0.148 1.366 0.044  C1 1.508, C3 1.544, H7 1.106, N9 1.536
15 H 1.700 -2.198 -0.388  N11 1.020
16 H -2.225 1.003 0.878  C1 1.091
17 H 1.188 2.772 -0.987  N9 1.021
18 H -0.008 -3.388 1.758  C4 1.102
19 H 1.416 -4.240 0.973  C4 1.071
20 H 0.852 -0.055 -1.373  C3 1.102
21 H -0.323 3.368 -0.824  N9 1.026

C:
An isolated ion of composition C5H14N2 and charge +2. Source: the Open Molecules 2025 dataset; level of theory: ωB97M-V/def2-TZVPD.

charge: +2
SMILES: C[C@H]([NH3+])C/C=C/[NH3+]
HOMO energy: -0.69368 Ha

Last columns: bonded neighbours and bond lengths (Å).
Cartesian coordinates (Å):
1 H 1.723 2.692 2.740  N20 1.033
2 H 0.763 3.636 1.853  N20 1.019
3 H -0.259 -1.535 0.906  C16 1.083
4 C 0.771 0.434 1.001  H9 1.094, C14 1.317, C16 1.503
5 H 2.040 2.725 1.142  N20 1.031
6 H -1.883 -1.980 -2.153  C21 1.100
7 H -2.677 -0.866 -0.894  C21 1.112
8 N 0.527 -1.915 -1.284  H10 1.020, H11 1.024, H17 1.029, C19 1.585
9 H 1.798 0.089 0.847  C4 1.094
10 H 0.162 -2.751 -0.828  N8 1.020
11 H 1.492 -1.814 -0.958  N8 1.024
12 H -0.005 0.067 -1.573  C19 1.078
13 H -1.926 -0.469 -2.508  C21 1.124
14 C 0.330 1.563 1.516  C4 1.317, H15 1.075, N20 1.538
15 H -0.664 1.911 1.732  C14 1.075
16 C -0.321 -0.506 0.575  H3 1.083, C4 1.503, H18 1.103, C19 1.568
17 H 0.425 -2.169 -2.277  N8 1.029
18 H -1.297 -0.090 0.878  C16 1.103
19 C -0.454 -0.710 -0.975  N8 1.585, H12 1.078, C16 1.568, C21 1.514
20 N 1.262 2.748 1.817  H1 1.033, H2 1.019, H5 1.031, C14 1.538
21 C -1.807 -1.058 -1.558  H6 1.100, H7 1.112, H13 1.124, C19 1.514

Of them, B has the highest stability.

A:
An isolated ion of composition C3H6N3O and charge +1. Source: the Open Molecules 2025 dataset; level of theory: ωB97M-V/def2-TZVPD.

charge: +1
SMILES: N/C=[NH+]\CC#[N+][O-]
HOMO energy: -0.52590 Ha

Last columns: bonded neighbours and bond lengths (Å).
Cartesian coordinates (Å):
1 H -0.936 -1.555 -0.341  N9 0.979
2 O -0.313 3.670 -1.730  N6 1.158
3 N 1.510 0.317 0.140  C5 1.287, H8 0.991, H11 1.035
4 H -1.483 0.720 0.905  C12 1.093
5 C 0.832 -0.745 -0.122  N3 1.287, H7 1.131, N9 1.256
6 N -0.491 2.647 -1.217  O2 1.158, C13 1.197
7 H 1.444 -1.687 -0.252  C5 1.131
8 H 2.307 0.101 0.687  N3 0.991
9 N -0.424 -0.745 -0.144  H1 0.979, C5 1.256, C12 1.512
10 H -2.294 0.480 -0.540  C12 1.058
11 H 0.948 1.184 0.087  N3 1.035
12 C -1.312 0.479 -0.147  H4 1.093, N9 1.512, H10 1.058, C13 1.485
13 C -0.478 1.618 -0.604  N6 1.197, C12 1.485

B:
An isolated ion of composition C3H6N3O and charge +1. Source: the Open Molecules 2025 dataset; level of theory: ωB97M-V/def2-TZVPD.

charge: +1
HOMO energy (spin up / spin down): -0.48303 / -0.48310 Ha

Last columns: bonded neighbours and bond lengths (Å).
Cartesian coordinates (Å):
1 H 0.277 1.697 2.185  N12 1.010
2 O 1.438 -0.730 0.464  C10 1.295, C11 1.345
3 H -1.513 1.198 -1.877  N7 1.016
4 N -0.808 -0.009 -0.408  N7 1.297, C9 1.342
5 H 1.628 -2.181 -0.988  C11 1.073
6 H -0.602 -1.333 -2.046  C9 1.078
7 N -1.600 0.885 -0.914  H3 1.016, N4 1.297, H8 1.010
8 H -2.187 1.415 -0.286  N7 1.010
9 C -0.189 -0.960 -1.122  N4 1.342, H6 1.078, C11 1.361
10 C 0.761 0.322 0.799  O2 1.295, N12 1.298
11 C 0.994 -1.400 -0.613  O2 1.345, H5 1.073, C9 1.361
12 N 0.694 0.794 2.006  H1 1.010, C10 1.298, H13 1.020
13 H 1.107 0.302 2.798  N12 1.020

Of them, B has the highest stability.